Density functional theory data (ωB97M-V/def2-TZVPD) for a 8-piece molecular cluster, C10H24BrCl10N2O3 overall at a distorted geometry.

Geometry (Å):
N -1.016 -0.227 -0.825
H -0.981 -0.915 -0.080
H -1.961 0.198 -0.782
H -0.904 -0.694 -1.748
H -0.374 0.560 -0.751
N -2.158 -2.719 -3.182
O -3.334 -2.391 -3.004
O -1.206 -1.875 -2.996
O -1.830 -3.889 -3.440
Br -4.231 -0.222 -0.581
Cl 3.465 -0.720 -5.395
C 3.538 0.611 -4.264
C 2.938 0.347 -2.892
Cl 1.309 -0.347 -2.964
H 3.133 1.526 -4.695
H 4.577 0.886 -4.057
H 2.916 1.283 -2.334
H 3.595 -0.319 -2.331
Cl 0.513 2.724 -0.812
C 0.552 4.467 -1.293
C 0.392 4.545 -2.789
Cl 1.838 4.005 -3.668
H 1.491 4.844 -0.904
H -0.282 4.922 -0.765
H 0.225 5.591 -3.052
H -0.457 3.978 -3.159
Cl -1.849 0.374 2.170
C -2.878 1.607 2.924
C -4.223 0.990 3.242
Cl -5.233 2.234 4.052
H -3.010 2.408 2.202
H -2.435 1.995 3.839
H -4.174 0.162 3.944
H -4.693 0.627 2.326
Cl 4.675 -1.885 0.667
C 4.347 -0.606 1.857
C 2.981 -0.786 2.501
Cl 1.718 -0.764 1.277
H 4.396 0.367 1.374
H 5.143 -0.644 2.600
H 2.817 0.009 3.230
H 2.879 -1.719 3.052
Cl -1.526 -4.423 4.766
C -1.623 -3.402 3.296
C -1.449 -4.227 2.049
Cl -1.203 -3.125 0.676
H -0.878 -2.628 3.448
H -2.611 -2.949 3.316
H -2.307 -4.871 1.861
H -0.608 -4.917 2.095

Computed properties:
Energy (Eh): -7906.57542
HOMO energy (eV): -4.37
Relative energy (zero: lowest compared OMol25 entry of this formula, charge and spin) (eV): 0.000
E_LUMO (Eh): 0.065
Gap between HOMO and LUMO (hartree): 0.226
Net charge: -1

Density functional theory data (ωB97M-V/def2-TZVPD) for an isolated ion of composition C7H11N2OS and charge +1 at a distorted geometry.

Geometry (Å):
C 1.262 0.116 2.890
O 1.070 -0.187 1.478
C 0.137 0.329 0.762
N -0.940 0.967 1.238
C -1.829 1.655 0.404
C -1.735 1.442 -0.932
C -0.591 0.719 -1.567
N -0.571 0.737 -2.916
C 0.263 0.044 -0.704
S 1.487 -1.043 -1.497
C 1.114 -2.798 -0.807
H 2.029 -0.565 3.173
H 0.413 -0.017 3.413
H 1.641 1.123 3.080
H -0.958 1.011 2.226
H -2.476 2.461 0.775
H -2.199 2.045 -1.716
H -1.398 1.078 -3.369
H -0.018 0.073 -3.433
H 1.231 -3.472 -1.689
H 0.120 -2.720 -0.669
H 1.949 -2.995 -0.142

Computed properties:
SMILES: COc1[nH]ccc(=[NH2+])c1SC
Energy (Eh): -855.99589
HOMO energy (eV): -12.09
Relative energy (zero: lowest compared OMol25 entry of this formula, charge and spin) (eV): 0.376
E_LUMO (Eh): -0.120
Gap between HOMO and LUMO (hartree): 0.325
Net charge: +1

Density functional theory data (ωB97M-V/def2-TZVPD) for one molecule with the formula C9H12N2S at a distorted geometry.

Geometry (Å):
C 0.300 -1.590 -2.016
C 0.993 -1.008 -0.889
C 2.405 -0.862 -1.186
C 0.468 -0.426 0.221
C -0.985 -0.284 0.604
C -1.402 1.192 0.751
C -0.552 1.873 1.846
C 0.946 1.776 1.472
C 1.382 0.289 1.212
H -0.715 -2.579 -4.147
H -2.301 -2.371 -3.775
H -1.187 -0.825 1.578
H -1.570 -0.750 -0.168
H -2.471 1.253 1.047
H -1.280 1.771 -0.192
H -0.726 1.360 2.800
H -0.832 2.905 1.980
H 1.091 2.291 0.519
H 1.534 2.217 2.243
H 2.443 0.270 0.890
H 1.345 -0.270 2.140
N -1.453 -2.900 -3.548
N 3.534 -0.783 -1.476
S -0.967 -2.549 -1.907

Computed properties:
Energy (Eh): -857.73252
HOMO energy (eV): -8.35
Relative energy (zero: lowest compared OMol25 entry of this formula, charge and spin) (eV): 2.901
E_LUMO (Eh): -0.022
Gap between HOMO and LUMO (hartree): 0.285

Density functional theory data (ωB97M-V/def2-TZVPD) for C53H44AsBBrGeMoNO4S as an isolated structure at a distorted geometry.

Geometry (Å):
Mo 0.020 -1.103 1.443
S 0.850 -2.199 3.510
C 1.099 -1.061 4.816
C 1.955 -1.367 5.868
C 2.143 -0.451 6.887
C 1.467 0.759 6.884
C 0.590 1.056 5.850
C 0.403 0.156 4.811
As -0.718 0.415 3.243
C -2.372 -0.452 3.775
C -2.407 -1.496 4.694
C -3.571 -2.225 4.872
C -4.705 -1.916 4.138
C -4.677 -0.880 3.215
C -3.513 -0.156 3.032
C -1.179 2.297 3.460
C -2.201 2.705 4.315
C -2.437 4.056 4.511
C -1.651 4.996 3.864
C -0.626 4.595 3.023
C -0.390 3.246 2.818
H 2.476 -2.312 5.875
H 2.825 -0.685 7.691
H 1.625 1.466 7.684
H 0.048 1.997 5.837
H -1.520 -1.739 5.275
H -3.590 -3.043 5.578
H -5.612 -2.485 4.278
H -5.556 -0.645 2.634
H -3.472 0.653 2.309
H -2.799 1.956 4.830
H -3.224 4.373 5.181
H -1.840 6.047 4.020
H -0.005 5.336 2.540
H 0.409 2.897 2.167
Br 1.083 -7.278 -3.431
C 0.802 -5.497 -2.850
C 1.327 -4.428 -3.568
N 1.188 -3.177 -3.175
C 0.537 -2.925 -2.053
C -0.050 -3.931 -1.283
C 0.082 -5.252 -1.696
C -0.823 -3.650 -0.030
O -1.711 -4.381 0.353
O -0.454 -2.584 0.613
H 1.868 -4.589 -4.490
H 0.451 -1.879 -1.775
H -0.380 -6.040 -1.118
C -3.796 2.587 -5.704
C -3.821 1.179 -5.092
C -2.970 0.269 -5.982
C -5.259 0.636 -5.088
C -3.325 1.224 -3.651
C -3.981 2.059 -2.744
C -3.658 2.131 -1.397
C -2.637 1.315 -0.958
O -2.145 1.099 0.298
B -1.207 0.080 0.183
O -1.091 -0.293 -1.156
C -1.980 0.465 -1.852
C -2.290 0.413 -3.195
H -4.089 2.544 -6.751
H -2.793 3.004 -5.647
H -4.478 3.262 -5.194
H -3.354 0.299 -7.002
H -3.005 -0.763 -5.641
H -1.936 0.607 -6.000
H -5.625 0.534 -6.108
H -5.930 1.300 -4.550
H -5.290 -0.338 -4.607
H -4.799 2.668 -3.095
H -4.207 2.770 -0.723
H -1.752 -0.267 -3.834
C 1.439 0.014 1.000
Ge 2.807 0.136 -0.338
C 4.465 0.968 0.361
C 4.917 0.492 1.586
C 6.052 1.015 2.175
C 6.748 2.030 1.540
C 6.318 2.499 0.311
C 5.183 1.967 -0.276
C 2.032 1.067 -1.910
C 1.849 0.440 -3.134
C 1.249 1.114 -4.185
C 0.818 2.419 -4.019
C 0.988 3.050 -2.797
C 1.590 2.374 -1.751
C 3.297 -1.745 -0.774
C 2.775 -2.823 -0.078
C 3.130 -4.120 -0.401
C 4.027 -4.351 -1.429
C 4.584 -3.282 -2.110
C 4.219 -1.989 -1.784
H 4.358 -0.292 2.083
H 6.389 0.633 3.128
H 7.626 2.454 2.006
H 6.866 3.284 -0.191
H 4.845 2.338 -1.236
H 2.178 -0.582 -3.265
H 1.122 0.619 -5.138
H 0.358 2.948 -4.842
H 0.654 4.070 -2.669
H 1.729 2.861 -0.793
H 2.076 -2.634 0.741
H 2.715 -4.957 0.146
H 4.299 -5.364 -1.689
H 5.306 -3.464 -2.890
H 4.649 -1.149 -2.313

Computed properties:
Energy (Eh): -9779.75292
HOMO energy (eV): -7.75
E_LUMO (Eh): -0.038
Gap between HOMO and LUMO (hartree): 0.247